(1)
Below is a 6-piece molecular cluster, C23H53BF3NO11 overall in a non-equilibrium geometry, with properties calculated with wB97M-V/def2-TZVPD.

Geometry as XYZ:
```
92
Properties=species:S:1:pos:R:3:mulliken_charge:R:1
C -1.306 -3.935 -1.065 -0.12
O -0.257 -3.412 -1.958 -0.38
B -0.515 -1.966 -2.290 0.19
O -1.835 -1.317 -2.068 -0.23
C 0.813 -1.142 -2.877 0.54
O 1.431 -1.653 -3.977 -0.52
O 1.334 0.118 -2.325 -0.38
C 1.955 -0.060 -1.003 -0.25
C 1.261 1.083 -0.001 0.13
C 1.759 2.584 -0.433 -0.18
C 0.964 3.819 0.295 -0.42
C 0.594 3.485 1.857 -0.93
N 1.750 2.909 2.668 0.46
C 3.006 3.750 2.543 -0.76
C 1.225 2.861 4.093 0.42
C 0.136 1.659 4.480 -0.79
O 1.537 3.738 5.052 -0.59
C 3.621 0.067 -1.031 -0.36
C 4.125 -0.403 0.458 -0.06
O 4.855 0.674 1.206 -0.59
C 5.012 -1.786 0.482 0.65
F 6.431 -1.418 0.689 -0.24
F 4.576 -2.529 1.724 -0.30
F 4.759 -2.710 -0.647 -0.23
H -0.844 -4.876 -0.499 -0.03
H -1.668 -3.189 -0.240 0.19
H -2.167 -4.352 -1.750 0.24
H -1.889 -0.943 -1.128 0.29
H 1.734 -1.093 -0.488 0.32
H 0.096 1.018 -0.202 0.15
H 1.496 0.781 1.110 -0.05
H 1.556 2.694 -1.603 0.28
H 2.911 2.767 -0.292 -0.13
H -0.022 4.111 -0.282 0.34
H 1.687 4.767 0.250 0.03
H -0.321 2.725 1.835 0.22
H 0.254 4.474 2.395 0.42
H 2.739 4.853 2.221 0.24
H 3.659 3.788 3.527 0.34
H 3.698 3.226 1.725 0.11
H -0.027 1.716 5.644 0.30
H -0.852 1.922 3.876 0.24
H 0.606 0.636 4.128 0.21
H 3.994 1.148 -1.284 0.20
H 3.979 -0.627 -1.914 0.40
H 3.163 -0.624 1.128 0.24
H 4.238 0.944 1.976 0.38
C -5.810 0.361 -4.128 -0.98
C -4.458 1.007 -3.908 -0.29
O -4.078 0.884 -2.545 -0.46
H -6.569 0.830 -3.492 0.27
H -6.120 0.451 -5.173 0.34
H -5.781 -0.700 -3.859 0.34
H -4.498 2.071 -4.157 0.25
H -3.692 0.535 -4.530 0.30
H -4.038 -0.065 -2.337 0.28
C -6.481 4.469 -2.655 -0.88
C -5.978 4.068 -1.283 -0.15
O -6.350 2.726 -1.003 -0.54
H -7.570 4.371 -2.709 0.25
H -6.207 5.502 -2.884 0.33
H -6.064 3.813 -3.426 0.19
H -6.414 4.711 -0.513 0.30
H -4.889 4.150 -1.225 0.22
H -5.950 2.163 -1.688 0.23
C 3.819 7.281 -2.416 -1.07
C 4.322 6.880 -1.044 -0.28
O 3.951 5.538 -0.764 -0.38
H 2.730 7.183 -2.470 0.26
H 4.094 8.314 -2.645 0.36
H 4.236 6.625 -3.188 0.33
H 3.886 7.523 -0.274 0.28
H 5.412 6.962 -0.986 0.27
H 4.350 4.975 -1.449 0.23
C -0.195 -9.277 0.005 -1.04
C 0.065 -7.840 -0.396 -0.21
O -0.494 -6.959 0.567 -0.44
H -1.270 -9.464 0.092 0.27
H 0.226 -9.969 -0.729 0.35
H 0.245 -9.491 0.985 0.28
H -0.395 -7.624 -1.365 0.30
H 1.139 -7.641 -0.472 0.29
H -0.073 -7.153 1.422 0.24
C -1.088 -5.918 5.285 -1.10
C -1.498 -6.421 3.917 -0.15
O -0.455 -7.203 3.354 -0.53
H -0.176 -5.316 5.216 0.29
H -1.880 -5.310 5.731 0.33
H -0.867 -6.755 5.955 0.33
H -1.696 -5.582 3.244 0.25
H -2.402 -7.035 3.979 0.28
H -0.292 -7.951 3.955 0.27
```

LUMO (eV): -0.301
Net charge: 0
Molar mass (g/mol): 587.48
Structure (SMILES): COB(O)C(=O)O[C@H](CCCCN(C)C(C)=O)C[C@H](O)C(F)(F)F.CCO.CCO.CCO.CCO.CCO
Kohn-Sham gap (eV): 9.3

***

(2)
Below is a 3-piece molecular cluster, C23H53BF3O9P2 overall in a non-equilibrium geometry, with properties calculated with wB97M-V/def2-TZVPD.

Geometry as XYZ:
```
91
Properties=species:S:1:pos:R:3:mulliken_charge:R:1
C 7.881 -2.437 4.668 -0.93
C 7.840 -3.953 5.202 -0.45
C 6.588 -4.791 4.664 -0.70
C 5.278 -3.874 4.397 0.15
C 4.057 -4.885 4.235 -0.62
C 2.785 -4.295 3.468 -0.86
B 2.159 -2.896 4.081 0.69
C 2.946 -1.634 3.347 -0.99
C 2.257 -2.743 5.715 -0.38
C 1.748 -4.014 6.557 -1.11
C 0.524 -2.907 3.702 -0.69
O 0.091 -1.744 2.907 -0.23
C -0.637 -0.837 3.646 0.78
F -1.817 -1.356 4.196 -0.26
F 0.138 -0.162 4.611 -0.24
F -1.053 0.169 2.736 -0.25
H 7.377 -2.296 3.662 0.26
H 7.474 -1.765 5.483 0.24
H 8.986 -2.155 4.555 0.32
H 7.869 -3.941 6.347 0.25
H 8.793 -4.460 4.857 0.37
H 6.276 -5.487 5.522 0.17
H 6.811 -5.460 3.778 0.32
H 5.204 -3.192 5.297 0.08
H 5.426 -3.195 3.489 0.14
H 4.455 -5.751 3.587 0.40
H 3.804 -5.376 5.239 0.13
H 3.145 -4.051 2.401 0.12
H 2.023 -5.139 3.338 0.20
H 3.074 -1.826 2.222 0.21
H 3.992 -1.455 3.764 0.16
H 2.394 -0.634 3.480 0.13
H 1.558 -1.873 5.998 0.25
H 3.293 -2.414 6.082 0.18
H 1.131 -3.648 7.438 0.28
H 1.186 -4.716 5.869 0.24
H 2.678 -4.523 6.990 0.23
H 0.272 -3.829 3.065 0.09
H -0.075 -3.042 4.667 0.33
O 2.777 2.075 -1.686 -0.75
P 1.289 1.976 -2.021 1.04
O 1.430 2.041 -3.670 -0.35
C 1.858 0.871 -4.351 -0.36
C 0.766 -0.183 -4.396 -0.88
O 0.919 3.573 -1.755 -0.32
C 1.705 4.360 -0.865 -0.40
C 2.754 5.146 -1.631 -1.17
O -0.394 1.745 -2.235 -0.06
C -1.055 1.096 -1.142 -0.44
C -1.015 1.930 0.125 -1.05
H 2.763 0.472 -3.881 0.29
H 2.118 1.170 -5.370 0.33
H 0.561 -0.574 -3.396 0.20
H 1.059 -1.019 -5.034 0.42
H -0.168 0.241 -4.774 0.17
H 2.156 3.738 -0.089 0.38
H 1.029 5.055 -0.360 0.39
H 3.335 4.509 -2.300 0.29
H 3.438 5.648 -0.944 0.36
H 2.275 5.902 -2.260 0.28
H -0.596 0.117 -0.975 0.31
H -2.093 0.932 -1.441 0.39
H 0.008 2.027 0.500 0.30
H -1.618 1.466 0.907 0.42
H -1.389 2.939 -0.061 0.23
O -7.421 1.204 -4.013 -0.75
P -6.556 2.390 -4.441 1.13
O -7.642 3.098 -5.469 -0.36
C -8.716 3.837 -4.904 -0.34
C -8.245 5.167 -4.342 -0.93
O -5.649 1.578 -5.570 -0.37
C -5.457 0.170 -5.470 -0.33
C -6.463 -0.570 -6.333 -1.19
O -5.510 3.716 -4.729 -0.25
C -4.543 3.968 -3.700 -0.52
C -3.550 2.830 -3.553 -0.72
H -9.214 3.244 -4.130 0.28
H -9.439 4.015 -5.703 0.33
H -7.600 5.015 -3.472 0.21
H -9.094 5.780 -4.033 0.41
H -7.661 5.717 -5.083 0.24
H -5.502 -0.157 -4.429 0.37
H -4.446 -0.048 -5.825 0.38
H -7.486 -0.242 -6.142 0.30
H -6.402 -1.646 -6.160 0.36
H -6.268 -0.377 -7.391 0.29
H -5.064 4.151 -2.755 0.31
H -4.015 4.885 -3.972 0.37
H -4.043 1.924 -3.186 0.16
H -2.764 3.099 -2.843 0.35
H -3.093 2.584 -4.513 0.26
```

LUMO (eV): -0.171
Net charge: -1
Molar mass (g/mol): 603.42
Kohn-Sham gap (eV): 5.1